one | Below is a cluster of 2 separate species, C5H8IN in total, with properties calculated with ωB97M-V/def2-TZVPD.

Last columns: bonded neighbours and bond lengths (Å).
Geometry (Å):
1 C 1.09290 0.43393 0.13569  C2 1.196, C4 1.450
2 C 2.14605 0.22876 -0.39156  C1 1.196
3 C -2.61999 -0.36155 0.53228  C5 1.523, H8 1.085, H9 1.088, H10 1.085
4 C -0.28874 0.58213 0.55114  C1 1.450, C5 1.532, H11 1.096, H12 1.094
5 C -1.18034 -0.57231 0.08295  C3 1.523, C4 1.532, H13 1.094, H14 1.091
6 N 4.11194 0.05702 -0.76286  I7 2.006, H15 1.021
7 I 4.58176 1.40835 -2.16928  N6 2.006
8 H -3.24738 -1.17234 0.17694  C3 1.085
9 H -3.01861 0.57304 0.14214  C3 1.088
10 H -2.68809 -0.32576 1.61429  C3 1.085
11 H -0.66886 1.53064 0.15599  C4 1.096
12 H -0.30178 0.63420 1.64366  C4 1.094
13 H -0.80349 -1.51181 0.49785  C5 1.094
14 H -1.13996 -0.64460 -1.00523  C5 1.091
15 H 4.02460 -0.85970 -1.20401  N6 1.021

Summary:
gap between HOMO and LUMO	0.31351	hartree
charge	0
E_HOMO	-0.3444	hartree
molar mass	209.03	g mol⁻¹



two | Below is a cluster of 2 separate species, C5H8IN in total, with properties calculated with ωB97M-V/def2-TZVPD.

Last columns: bonded neighbours and bond lengths (Å).
Geometry (Å):
1 C -1.24449 -1.14357 0.42397  C2 1.369, H7 1.034, H8 1.055
2 C -0.43437 -0.10522 0.79716  C1 1.369, C3 1.483, H9 1.124
3 C -0.61258 1.04191 -0.12633  C2 1.483, C4 1.561, H10 1.110, H11 1.113
4 C -0.01344 2.44862 0.18799  C3 1.561, N5 1.265, C6 1.495
5 N -0.14082 3.59725 0.70132  C4 1.265, C6 1.554
6 C 1.25478 3.23747 0.12136  C4 1.495, N5 1.554, H12 1.063, H13 1.124
7 H -1.09693 -1.99414 0.99273  C1 1.034
8 H -1.42174 -1.36298 -0.59283  C1 1.055
9 H -0.18234 -0.04863 1.89153  C2 1.124
10 H -0.16639 0.86916 -1.12748  C3 1.110
11 H -1.70814 1.15200 -0.28954  C3 1.113
12 H 2.05380 3.16074 0.81828  C6 1.063
13 H 1.41575 4.00512 -0.68431  C6 1.124
14 I -4.38463 -0.95768 -0.11664  H15 1.433
15 H -3.05540 -1.14652 0.38330  I14 1.433

Summary:
gap between HOMO and LUMO	0.36207	hartree
charge	0
E_HOMO	-0.3568	hartree
SMILES string	C=CCC1=NC1.I
molar mass	209.03	g mol⁻¹



The computed energies, referenced to the most stable structure and given in hartree, are one 0.0220; two 0.0000.